No. 1
Formula: C3H7O2P
Source: the OMol25 dataset
Level of theory: ωB97M-V/def2-TZVPD

The geometry in XYZ format:
```
13
Properties=species:S:1:pos:R:3
C -1.956 -0.493 -0.076
C 1.095 0.859 -0.906
C -0.367 -0.031 1.324
O -2.841 0.242 -0.019
O 0.824 -1.775 -0.533
P 1.007 -0.545 0.204
H -2.012 -1.477 -0.553
H 1.829 1.577 -0.572
H 1.475 0.482 -1.908
H 0.140 1.369 -0.949
H -0.810 -0.897 1.891
H -0.584 1.057 1.415
H 2.202 -0.367 0.683
```

2S+1 = 1
Energy relative to the best compared isomer or geometry (same formula, charge and spin) = 3.013 eV
Frontier orbital gap = 0.3503 Eh

Here are the Mulliken charges for atoms 1 to 2, given in e:
1. C 0.03
2. C -0.96



No. 2
Formula: C25H57FO7Si
Source: the OMol25 dataset
Level of theory: ωB97M-V/def2-TZVPD

The geometry in XYZ format:
```
91
Properties=species:S:1:pos:R:3
F -7.717 -6.419 2.423
Si -6.867 -7.467 1.553
C -5.223 -7.818 2.421
O -4.670 -6.682 3.098
C -4.459 -5.573 2.321
C -3.684 -5.631 1.166
C -3.476 -4.478 0.419
C -4.032 -3.269 0.822
C -4.788 -3.217 1.987
C -5.007 -4.367 2.739
H -7.616 -8.725 1.410
H -6.626 -6.837 0.239
H -4.512 -8.236 1.699
H -5.382 -8.572 3.194
H -3.241 -6.584 0.894
H -2.869 -4.536 -0.477
H -3.875 -2.376 0.230
H -5.218 -2.277 2.312
H -5.598 -4.344 3.648
C -3.965 -10.729 -0.368
C -4.386 -11.180 1.022
C -4.368 -12.693 1.158
O -5.677 -10.659 1.349
H -4.655 -11.124 -1.119
H -3.979 -9.641 -0.442
H -2.962 -11.080 -0.610
H -3.716 -10.741 1.764
H -5.068 -13.145 0.451
H -4.666 -12.990 2.163
H -3.374 -13.095 0.956
H -6.312 -11.021 0.721
C 0.163 -2.019 1.980
C -0.399 -2.553 3.287
C -0.484 -4.070 3.279
O -1.684 -1.991 3.558
H -0.488 -2.305 1.147
H 0.215 -0.930 2.003
H 1.163 -2.407 1.783
H 0.233 -2.223 4.114
H -1.162 -4.383 2.479
H -0.892 -4.436 4.221
H 0.491 -4.531 3.114
H -2.282 -2.279 2.856
C 3.670 -0.494 -0.369
C 4.288 -1.259 0.788
C 5.770 -1.515 0.562
O 3.595 -2.487 1.023
H 3.752 -1.075 -1.293
H 2.610 -0.315 -0.182
H 4.172 0.464 -0.515
H 4.158 -0.689 1.710
H 5.915 -2.122 -0.336
H 6.201 -2.055 1.406
H 6.312 -0.578 0.430
H 3.678 -3.027 0.230
C 5.110 4.754 -1.568
C 4.624 3.772 -0.516
C 4.841 4.298 0.894
O 5.257 2.500 -0.678
H 6.185 4.928 -1.456
H 4.937 4.360 -2.569
H 4.594 5.712 -1.484
H 3.562 3.575 -0.669
H 5.907 4.460 1.077
H 4.478 3.582 1.631
H 4.322 5.246 1.044
H 6.204 2.625 -0.553
C 3.182 9.805 -3.814
C 3.845 8.472 -3.506
C 4.738 8.010 -4.647
O 2.866 7.479 -3.203
H 2.544 9.720 -4.697
H 2.549 10.116 -2.984
H 3.926 10.581 -3.999
H 4.441 8.563 -2.596
H 4.147 7.872 -5.556
H 5.207 7.056 -4.403
H 5.521 8.740 -4.858
H 2.304 7.370 -3.978
C 0.451 11.535 -1.095
C -0.275 11.664 -2.425
C -1.473 12.596 -2.327
O -0.681 10.377 -2.893
H -0.215 11.115 -0.335
H 1.304 10.863 -1.190
H 0.806 12.503 -0.739
H 0.416 12.040 -3.181
H -2.194 12.208 -1.603
H -1.974 12.675 -3.292
H -1.173 13.595 -2.007
H -1.290 10.014 -2.240
```

2S+1 = 1
Frontier orbital gap = 0.3484 Eh
SMILES = F[SiH2]COc1ccccc1.CC(C)O.CC(C)O.CC(C)O.CC(C)O.CC(C)O.CC(C)O

Here are the Mulliken charges for atoms 1 to 2, given in e:
1. F -0.29
2. Si 0.66



No. 3
Formula: C11H17NO2
Source: the OMol25 dataset
Level of theory: ωB97M-V/def2-TZVPD

The geometry in XYZ format:
```
31
Properties=species:S:1:pos:R:3
C 1.210 2.247 0.262
C 0.028 1.369 1.050
C 0.559 0.279 1.829
C 0.263 0.352 3.165
C 0.847 -0.661 3.989
C 1.679 -1.658 3.459
O 2.133 -2.639 4.290
C 1.971 -1.703 2.163
C 1.344 -0.733 1.332
H 0.912 3.341 0.300
H 1.299 2.151 -0.812
H 2.170 1.929 0.703
H -0.411 2.286 1.520
H -0.610 0.882 0.231
H -0.459 1.022 3.564
H 0.689 -0.694 5.127
H 2.046 -2.321 5.171
H 2.829 -2.424 2.088
H 1.468 -0.820 0.218
C -0.730 -1.263 -3.766
C -1.298 -0.409 -2.594
C -1.776 0.838 -3.193
N -3.143 0.739 -3.452
O -1.266 1.911 -3.385
H -1.631 -1.625 -4.405
H -0.243 -2.152 -3.404
H -0.076 -0.623 -4.437
H -2.112 -0.993 -1.939
H -0.420 -0.199 -1.870
H -3.583 1.622 -3.630
H -3.688 -0.048 -3.572
```

2S+1 = 1
Energy relative to the best compared isomer or geometry (same formula, charge and spin) = 2.282 eV
Frontier orbital gap = 0.3398 Eh
SMILES = CCc1ccc(O)cc1.CCC(N)=O

Here are the Mulliken charges for atoms 1 to 2, given in e:
1. C -1.03
2. C -0.28



No. 4
Formula: C28H64N8O16S2
Source: the OMol25 dataset
Level of theory: ωB97M-V/def2-TZVPD

The geometry in XYZ format:
```
118
Properties=species:S:1:pos:R:3
C 4.572 -3.990 0.282
C 5.644 -3.284 -0.529
O 5.638 -1.907 -0.126
S 5.500 -1.935 1.473
O 4.987 -0.648 1.895
O 6.713 -2.386 2.155
O 4.422 -3.108 1.467
H 4.989 -4.877 0.707
H 3.561 -4.115 -0.078
H 5.421 -3.265 -1.662
H 6.615 -3.726 -0.298
C 0.586 -0.668 2.061
C 1.935 -1.125 1.622
O 1.709 -1.831 0.375
S 0.304 -2.531 0.496
O 0.361 -3.502 1.496
O -0.244 -2.853 -0.777
O -0.377 -1.282 1.159
H 0.456 0.390 1.784
H 0.386 -0.793 3.106
H 2.368 -1.895 2.272
H 2.762 -0.409 1.553
C -0.799 0.681 -5.720
C -0.609 -0.816 -5.652
O 0.465 -1.325 -5.444
N -1.722 -1.545 -5.910
C -1.648 -2.996 -5.653
H -0.765 1.177 -4.728
H -1.748 0.863 -6.228
H -0.068 1.177 -6.332
H -2.630 -1.167 -5.724
H -2.302 -3.558 -6.300
H -1.778 -3.242 -4.574
H -0.711 -3.394 -5.941
C -3.236 1.765 2.904
C -3.419 0.744 1.875
O -3.198 0.870 0.681
N -3.736 -0.490 2.437
C -3.770 -1.756 1.741
H -2.156 1.777 3.133
H -3.782 1.469 3.812
H -3.670 2.763 2.652
H -3.755 -0.481 3.400
H -2.991 -2.438 2.067
H -3.784 -1.587 0.687
H -4.711 -2.143 2.047
C 0.409 1.053 6.276
C 1.558 0.765 5.292
O 2.127 -0.317 5.340
N 1.910 1.697 4.402
C 3.048 1.591 3.373
H 0.679 0.442 7.145
H -0.580 0.685 5.882
H 0.319 2.104 6.488
H 1.507 2.600 4.451
H 2.586 1.772 2.418
H 3.477 0.641 3.496
H 3.750 2.372 3.645
C 0.262 3.926 -5.197
C 0.320 4.245 -3.789
O -0.673 3.965 -3.129
N 1.367 4.921 -3.218
C 1.362 5.462 -1.827
H 0.457 4.851 -5.828
H -0.674 3.396 -5.357
H 1.148 3.325 -5.558
H 2.157 5.190 -3.771
H 1.445 6.545 -1.858
H 2.158 4.984 -1.306
H 0.442 5.167 -1.329
C 2.187 -4.148 -4.160
C 2.884 -3.211 -3.217
O 3.815 -3.711 -2.564
N 2.503 -1.920 -3.252
C 2.955 -0.779 -2.474
H 1.569 -3.634 -4.901
H 1.582 -4.901 -3.667
H 2.932 -4.696 -4.740
H 1.885 -1.664 -4.020
H 2.104 -0.114 -2.157
H 3.752 -0.250 -3.052
H 3.433 -1.146 -1.590
C -2.667 -0.840 -2.739
C -3.479 0.247 -3.348
O -3.731 0.366 -4.511
N -3.793 1.175 -2.389
C -4.625 2.367 -2.719
H -1.850 -0.997 -3.514
H -3.204 -1.774 -2.674
H -2.225 -0.550 -1.810
H -3.661 0.946 -1.421
H -5.631 2.024 -3.222
H -4.104 3.068 -3.379
H -4.840 2.944 -1.807
C -0.058 2.015 -0.218
C -0.605 3.038 0.695
O -0.152 3.318 1.795
N -1.758 3.589 0.297
C -2.511 4.618 0.890
H 1.069 2.017 -0.117
H -0.293 2.262 -1.265
H -0.437 1.013 0.017
H -2.132 3.244 -0.566
H -2.400 4.618 2.035
H -3.610 4.384 0.648
H -2.227 5.593 0.594
C -2.189 -2.178 7.282
C -2.075 -1.525 5.938
O -2.879 -0.728 5.550
N -1.019 -1.841 5.126
C -0.010 -2.776 5.440
H -1.956 -3.255 7.212
H -3.292 -2.035 7.602
H -1.580 -1.655 7.997
H -1.067 -1.472 4.189
H -0.182 -3.783 5.092
H 0.275 -2.760 6.489
H 0.956 -2.497 4.906
```

2S+1 = 1
Energy relative to the best compared isomer or geometry (same formula, charge and spin) = 0.610 eV
Frontier orbital gap = 0.3643 Eh

Here are the Mulliken charges for atoms 1 to 2, given in e:
1. C -0.18
2. C -0.25



No. 5
Formula: C47H60N3P2RuSi
Source: the OMol25 dataset
Level of theory: ωB97M-V/def2-TZVPD

The geometry in XYZ format:
```
114
Properties=species:S:1:pos:R:3
Ru -0.796 0.165 0.544
C 0.485 -0.643 4.355
Si 0.434 -1.092 2.524
C 2.199 -1.348 1.917
C 2.960 -2.468 2.253
C 4.269 -2.603 1.817
C 4.844 -1.597 1.041
C 4.105 -0.481 0.686
C 2.776 -0.346 1.101
P 1.674 0.978 0.463
C 2.513 1.503 -1.106
C 2.332 0.404 -2.154
C 3.212 0.664 -3.384
C 3.353 2.167 -3.672
C 2.114 2.909 -3.186
C 2.013 2.855 -1.656
C 1.818 2.490 1.515
C 3.224 2.658 2.129
C 3.227 2.148 3.565
C 2.326 3.029 4.445
C 1.141 3.606 3.657
C 0.704 2.637 2.565
C -0.411 -2.802 2.436
C -0.265 -3.686 3.511
C -0.728 -4.992 3.460
C -1.340 -5.461 2.305
C -1.516 -4.603 1.234
C -1.088 -3.277 1.299
P -1.418 -2.173 -0.117
C -0.633 -3.027 -1.533
C -0.886 -2.284 -2.847
C -0.098 -2.902 -4.000
C 1.392 -2.975 -3.685
C 1.632 -3.760 -2.400
C 0.868 -3.150 -1.230
C -3.248 -2.105 -0.329
C -3.920 -3.351 -0.908
C -5.440 -3.186 -0.938
C -5.863 -1.927 -1.687
C -5.183 -0.696 -1.101
C -3.665 -0.851 -1.114
H 1.017 -1.396 4.938
H -0.537 -0.582 4.733
H 0.966 0.316 4.550
H 2.518 -3.246 2.865
H 4.841 -3.483 2.080
H 5.868 -1.682 0.703
H 4.586 0.274 0.079
H 3.584 1.601 -0.903
H 1.272 0.372 -2.435
H 2.573 -0.572 -1.729
H 2.778 0.161 -4.252
H 4.199 0.221 -3.228
H 3.520 2.334 -4.737
H 4.230 2.567 -3.155
H 1.227 2.446 -3.629
H 2.119 3.950 -3.515
H 0.979 3.036 -1.360
H 2.621 3.655 -1.228
H 1.660 3.281 0.778
H 3.497 3.717 2.119
H 3.978 2.141 1.530
H 4.242 2.121 3.965
H 2.872 1.112 3.564
H 2.916 3.849 4.861
H 1.959 2.451 5.296
H 1.425 4.555 3.193
H 0.306 3.816 4.325
H -0.210 2.982 2.074
H 0.457 1.675 3.023
H 0.229 -3.349 4.412
H -0.598 -5.646 4.313
H -1.683 -6.486 2.239
H -1.980 -4.982 0.334
H -1.061 -4.035 -1.595
H -0.596 -1.232 -2.725
H -1.954 -2.294 -3.085
H -0.271 -2.326 -4.911
H -0.475 -3.913 -4.189
H 1.786 -1.960 -3.566
H 1.932 -3.430 -4.518
H 2.697 -3.789 -2.158
H 1.309 -4.797 -2.544
H 1.273 -2.157 -1.012
H 1.016 -3.746 -0.327
H -3.589 -1.959 0.708
H -3.676 -4.235 -0.321
H -3.554 -3.522 -1.926
H -5.809 -3.133 0.091
H -5.893 -4.071 -1.391
H -6.948 -1.816 -1.649
H -5.590 -2.023 -2.743
H -5.518 -0.550 -0.069
H -5.464 0.202 -1.656
H -3.198 0.041 -0.699
H -3.324 -0.926 -2.153
N -2.295 0.286 2.153
C -2.509 0.624 3.259
N -2.804 0.909 4.464
C -2.119 1.881 5.061
N -1.553 2.700 5.646
C -1.147 1.990 -0.440
C -1.489 3.044 -0.951
C -1.892 4.281 -1.548
C -1.380 4.674 -2.785
C -1.765 5.878 -3.351
C -2.662 6.705 -2.691
C -3.174 6.321 -1.459
C -2.794 5.119 -0.888
H -0.681 4.027 -3.298
H -1.362 6.171 -4.311
H -2.962 7.645 -3.134
H -3.872 6.963 -0.938
H -3.186 4.816 0.073
```

2S+1 = 6
Energy relative to the best compared isomer or geometry (same formula, charge and spin) = 0.000 eV
Frontier orbital gap (spin up / spin down) = 0.2218 / 0.2344 Eh

Here are the Mulliken charges for atoms 1 to 2, given in e:
1. Ru -0.53
2. C -1.38



No. 6
Formula: C30H52BrCaN3P2S
Source: the OMol25 dataset
Level of theory: ωB97M-V/def2-TZVPD

The geometry in XYZ format:
```
90
Properties=species:S:1:pos:R:3
N 7.085 6.840 -1.531
C 7.352 6.264 -0.361
C 6.677 5.125 0.106
C 5.657 4.535 -0.694
C 5.388 5.191 -1.936
C 6.134 6.325 -2.304
C 4.895 3.352 -0.295
Ca 2.016 -0.312 0.112
P -0.976 -4.803 -2.695
C 4.151 2.649 -1.200
C 2.830 2.162 -0.998
C 2.276 1.342 -2.018
C 0.913 1.121 -2.077
C 0.109 1.597 -1.021
C 0.726 2.089 0.150
C 2.066 2.441 0.153
Br -0.241 -1.566 -0.812
H 5.007 2.995 0.729
H 4.544 2.530 -2.220
H 6.963 4.730 1.085
H 4.593 4.863 -2.609
H 8.133 6.738 0.233
H 5.936 6.831 -3.253
H 2.966 0.989 -2.787
H 2.493 2.989 0.992
H 0.482 0.592 -2.932
H 0.138 2.284 1.047
P -1.665 1.817 -1.096
C 0.474 -4.596 -1.618
C 1.511 -5.613 -2.061
H 0.157 -4.752 -0.582
H 0.823 -3.555 -1.677
H 2.374 -5.592 -1.398
H 1.074 -6.618 -2.027
H 1.847 -5.404 -3.082
C -0.898 -3.451 -3.935
C -1.945 -3.749 -5.016
H 0.118 -3.448 -4.358
H -1.045 -2.499 -3.402
H -1.853 -3.037 -5.841
H -1.801 -4.761 -5.419
H -2.957 -3.690 -4.597
C -2.337 -4.256 -1.597
C -2.766 -5.469 -0.780
H -3.148 -3.895 -2.239
H -1.986 -3.420 -0.979
H -3.553 -5.197 -0.072
H -3.164 -6.240 -1.453
H -1.923 -5.903 -0.222
C -2.333 1.068 0.399
C -3.790 1.462 0.610
H -1.688 1.341 1.242
H -2.185 -0.009 0.246
H -3.861 2.399 1.182
H -4.279 1.589 -0.369
H -4.317 0.675 1.164
C -2.327 1.146 -2.616
C -1.970 1.943 -3.879
H -3.416 1.111 -2.466
H -1.972 0.106 -2.669
H -2.411 2.947 -3.850
H -0.884 2.036 -4.009
H -2.372 1.440 -4.767
C -1.832 3.614 -1.081
C -1.589 4.349 0.239
H -2.845 3.815 -1.453
H -1.118 4.000 -1.828
H -0.596 4.824 0.241
H -2.349 5.135 0.339
H -1.668 3.723 1.135
C -3.653 -0.792 5.700
C -2.727 -1.312 4.613
N -1.558 -0.392 4.365
C -0.395 -0.886 3.832
S 0.509 -0.126 2.565
N 0.040 -2.035 4.395
C -0.154 -2.309 5.843
C 0.213 -3.750 6.100
H -3.112 -0.524 6.612
H -4.373 -1.584 5.935
H -4.209 0.079 5.337
H -2.373 -2.326 4.856
H -3.284 -1.398 3.663
H -1.845 0.484 3.927
H 0.930 -2.336 3.995
H 0.442 -1.595 6.435
H -1.194 -2.134 6.116
H 1.230 -3.950 5.756
H 0.139 -3.983 7.162
H -0.479 -4.416 5.574
```

Total charge = +2
2S+1 = 1
Energy relative to the best compared isomer or geometry (same formula, charge and spin) = 0.000 eV
Frontier orbital gap = 0.1719 Eh

Here are the Mulliken charges for atoms 1 to 2, given in e:
1. N -0.53
2. C -0.30



No. 7
Formula: C5H14NO2Si2
Source: the OMol25 dataset
Level of theory: ωB97M-V/def2-TZVPD

The geometry in XYZ format:
```
24
Properties=species:S:1:pos:R:3
C -2.154 1.747 0.506
C 1.417 0.007 -2.023
C 0.681 2.774 -1.035
C -1.403 -2.213 -0.033
C 0.630 -1.973 2.163
N -0.334 0.472 0.413
O -1.870 2.502 1.375
O -2.873 1.231 -0.265
Si 1.037 0.944 -0.420
Si -0.618 -0.982 1.256
H 1.369 -1.103 -1.872
H 0.645 0.197 -2.777
H 2.388 0.308 -2.341
H -0.339 2.961 -1.375
H 0.818 3.525 -0.221
H 1.545 2.941 -1.815
H -2.174 -1.819 -0.657
H -0.535 -2.500 -0.660
H -1.848 -3.129 0.483
H 1.592 -1.506 1.994
H 0.408 -2.118 3.163
H 0.909 -2.890 1.651
H 2.368 1.163 0.278
H -1.660 -0.539 2.212
```

Total charge = -1
2S+1 = 1
Energy relative to the best compared isomer or geometry (same formula, charge and spin) = 0.274 eV
Frontier orbital gap = 0.2885 Eh

Here are the Mulliken charges for atoms 1 to 2, given in e:
1. C 0.77
2. C -1.03



No. 8
Formula: C3H4N4O
Source: the OMol25 dataset
Level of theory: ωB97M-V/def2-TZVPD

The geometry in XYZ format:
```
12
Properties=species:S:1:pos:R:3
H -1.865 -2.180 0.112
N -2.357 -1.285 0.177
C -1.393 -0.405 -0.188
N -1.312 0.937 -0.133
C -0.047 1.324 -0.086
C 0.780 0.253 -0.277
N 2.120 0.196 0.147
N 2.504 -1.049 -0.055
H 3.507 -0.890 0.154
O -0.048 -0.825 -0.365
H -2.136 1.602 0.238
H 0.247 2.321 0.276
```

2S+1 = 1
Energy relative to the best compared isomer or geometry (same formula, charge and spin) = 3.667 eV
Frontier orbital gap = 0.2902 Eh
SMILES = [H]/N=c1/[nH]cc(/N=N/[H])o1

Here are the Mulliken charges for atoms 1 to 2, given in e:
1. H 0.28
2. N -0.72



Question: 2S+1 of number 2 (C25H57FO7Si)?
Answer: 1



Question: Among the records above, which one has the highest 2S+1?
Answer: C47H60N3P2RuSi